Computed, not measured: a molecular structure, C27H39N4O5PY in a non-equilibrium geometry, with wB97M-V/def2-TZVPD.

ORCA input file:
```
! RIJCOSX wB97M-V def2-TZVPD def2/J DEFGRID3
* xyz 1 1
Y 0.16808 -0.28251 -0.55457
O 1.02248 -1.93862 -1.60130
C 1.43284 -1.91490 -2.85667
C 2.57395 -2.61652 -3.27259
C 3.05434 -2.51388 -4.56027
C 2.40151 -1.73669 -5.52565
C 1.23272 -1.11818 -5.16606
C 0.72757 -1.20365 -3.85593
C -0.58849 -0.64229 -3.61592
N -1.18148 -0.56494 -2.48401
C -2.51347 0.03530 -2.46396
C -2.43704 1.46084 -1.86759
N -1.09248 1.70915 -1.32680
C -0.64748 2.90133 -1.39314
C 0.65860 3.37084 -0.93771
C 0.84151 4.75847 -0.84075
C 2.04019 5.30528 -0.44774
C 3.10797 4.44025 -0.17919
C 2.95985 3.07251 -0.29807
C 1.73339 2.50358 -0.66565
O 1.61962 1.19089 -0.76405
H 3.06725 -3.26484 -2.56011
H 3.94912 -3.06156 -4.83252
H 2.79041 -1.65623 -6.53285
H 0.66285 -0.55631 -5.90324
H -1.11830 -0.30511 -4.50714
H -3.15989 -0.59195 -1.85904
H -2.93627 0.08174 -3.46444
H -3.17373 1.56426 -1.06413
H -2.69296 2.19667 -2.62436
H -1.28576 3.67353 -1.83039
H 0.00362 5.40766 -1.08465
H 2.16090 6.37774 -0.36714
H 4.07124 4.84898 0.10816
H 3.79580 2.39863 -0.12945
C 1.07517 -0.22253 5.61390
N 0.72009 0.84747 4.67860
C 1.13946 2.21388 5.02030
C 0.24307 0.53216 3.45966
O 0.02761 -0.61397 3.08214
C 0.01032 1.70020 2.49477
O -0.82334 1.34840 1.39225
C -2.14591 1.03338 1.76581
C -2.60260 -0.24550 1.08523
O -1.79432 -0.93851 0.44593
N -3.88131 -0.56775 1.21883
C -4.41457 -1.79846 0.61414
C -4.81088 0.28744 1.97171
H 0.59665 -0.04194 6.57468
H 2.15668 -0.25796 5.76074
H 0.73957 -1.17139 5.21739
H 1.47527 2.21574 6.05108
H 0.31781 2.92309 4.94336
H 1.96714 2.56053 4.39703
H 0.95362 2.01000 2.04782
H -0.40578 2.55745 3.01773
H -2.80165 1.85677 1.48581
H -2.23292 0.88746 2.84357
H -3.60897 -2.36431 0.17016
H -5.15169 -1.55109 -0.15048
H -4.89411 -2.40046 1.38304
H -4.91798 1.27116 1.51676
H -4.50069 0.40609 3.00988
H -5.78356 -0.18780 1.96701
C 2.24856 -2.79556 1.78300
P 2.36752 -1.16083 0.97273
C 3.79744 -1.41938 -0.13048
C 3.19325 -0.16924 2.28032
H 3.21586 -3.10757 2.18576
H 1.91806 -3.52946 1.04413
H 1.50963 -2.75529 2.58577
H 4.69330 -1.62192 0.45535
H 3.95879 -0.53884 -0.75519
H 3.59454 -2.26319 -0.77830
H 4.11481 -0.66419 2.58468
H 2.55894 -0.05397 3.16418
H 3.43990 0.82265 1.88989
*
```

Calculated values
E_tot in Eh: -2027.173507
E_HOMO in eV: -10.1
Kohn-Sham gap in eV: 7.934